The following is a quantum chemistry calculation of the ion C9H20BN2 with charge -1 at a distorted geometry, from the Open Molecules 2025 dataset.

```
32
Properties=species:S:1:pos:R:3:forces:R:3
N 2.681 -1.478 -0.263 -0.7699 0.6177 -0.0022
C 1.710 -0.846 -0.152 2.0697 -1.4482 -0.2247
N 0.433 1.117 0.856 -0.3083 0.0244 -0.2039
B 0.328 -0.172 -0.015 -2.3717 1.3038 -0.4869
C 1.779 1.456 1.247 -0.4758 0.2537 0.3244
C -0.721 1.895 1.310 1.7018 -0.3650 0.0971
C -0.879 -2.489 -0.094 -0.0995 -0.9736 -0.1921
C -0.039 -1.569 2.078 -0.3440 -0.0793 -0.0933
C -1.606 0.497 -1.915 0.5126 -0.3129 0.4435
C 0.815 1.071 -2.269 -0.4520 -0.8255 -0.8441
C -0.674 -1.241 0.721 0.5003 0.4062 -0.1624
C -0.144 0.079 -1.639 -0.1499 -0.1102 1.0742
H 2.321 1.777 0.344 0.5327 0.0125 0.3785
H 1.851 2.233 2.023 -0.2830 0.1599 -0.2759
H 2.264 0.581 1.701 0.2937 0.1716 -0.2227
H -1.294 1.388 2.112 0.0178 0.2866 -0.0701
H -1.381 2.116 0.490 -0.5738 -0.0948 -0.4159
H -0.369 2.891 1.648 -0.1743 -0.4404 0.2141
H 0.081 -2.999 -0.294 -0.3041 0.0527 0.1243
H -1.344 -2.307 -1.059 0.0641 0.3044 -0.2626
H -1.574 -3.203 0.375 0.2677 -0.0932 0.2593
H -0.517 -2.431 2.536 0.0156 -0.4203 0.1688
H -0.133 -0.764 2.800 0.0413 0.3547 -0.0147
H 1.036 -1.766 1.932 -0.4032 -0.1441 0.2080
H -1.862 0.492 -2.981 0.1230 0.0260 -0.0431
H -2.323 -0.150 -1.402 0.0506 -0.0364 -0.0024
H -1.759 1.495 -1.536 -0.2412 0.5658 0.0546
H 0.454 1.293 -3.278 0.3137 0.1908 -0.2819
H 1.860 0.726 -2.317 -0.3856 0.1614 0.1491
H 0.710 1.959 -1.688 0.3547 1.0068 0.4459
H -1.654 -0.745 0.785 0.1003 -0.0093 0.4811
H -0.051 -0.906 -2.058 0.3766 -0.5459 -0.6241
```
Forces are in eV/Å.

Summary:
**Net charge**: -1
**Energy above the lowest of the compared OMol25 structures with the same formula, charge and spin**: 0.0 kcal/mol
**Kohn-Sham gap**: 6.69 eV
**Total energy**: -489.34289 hartree
**M**: 167.08 g/mol
**Multiplicity**: 1
**HOMO energy**: -3.11 eV



The following is a quantum chemistry calculation of a structure of composition C9H20ClIMoO2P at a distorted geometry, from the Open Molecules 2025 dataset.

```
35
Properties=species:S:1:pos:R:3:forces:R:3
C 0.127 -1.341 0.335 -0.7506 -1.0080 -0.7558
I 0.364 1.725 1.293 -0.6092 0.4461 -2.3525
H -0.819 -1.782 0.712 0.4120 0.3197 -0.2083
H 0.846 -1.244 1.146 -0.2138 0.4068 -0.4426
H 0.634 -2.097 -0.288 -0.3606 0.0761 -0.4774
Mo -0.548 0.272 -0.943 -1.2115 -0.0911 6.0051
P -0.117 0.164 -3.181 0.9302 0.8655 -4.1670
C 1.415 0.686 -4.008 0.4338 -0.0717 0.7407
C -0.770 -1.221 -4.123 -0.1264 -0.8512 0.8389
H -2.127 1.563 -2.756 0.1525 0.0774 -0.5975
H -1.590 1.486 -4.474 -0.0596 0.0567 0.2091
H -0.719 2.529 -3.294 -0.0401 -0.2445 -0.0897
C -1.253 1.578 -3.431 -0.3359 0.3487 0.5968
H -1.674 -1.615 -3.645 -0.0218 0.0660 -0.2586
H -0.986 -0.893 -5.146 0.0693 0.0970 0.1290
H 1.252 0.696 -5.094 -0.0605 -0.0486 0.2626
H 2.222 -0.008 -3.742 -0.1314 0.0354 -0.3339
H -0.027 -2.027 -4.124 -0.0696 0.1112 -0.1633
H 1.715 1.681 -3.655 -0.1425 -0.1474 -0.1725
C 1.555 0.254 -0.896 6.7226 -1.1330 -2.4042
O 2.701 0.050 -1.114 -6.2906 1.3025 1.7416
Cl -2.860 0.268 -0.624 1.8278 -0.1460 -0.2170
C -0.697 0.704 4.265 0.4695 -0.5157 -0.1912
C 0.817 0.456 4.548 -0.4898 -0.7673 -0.1862
C 1.224 -0.602 3.484 0.1042 0.1720 1.3637
O 0.028 -1.286 3.041 0.1311 1.0599 1.1945
C -1.133 -0.578 3.513 0.1639 0.9785 0.4038
H -1.263 0.766 5.201 0.1039 0.3067 -0.3269
H -0.848 1.599 3.637 -0.2763 -0.4151 0.6341
H 0.923 0.001 5.554 0.1787 0.3798 -0.5575
H 1.430 1.363 4.470 -0.1464 -0.3130 0.1409
H 1.695 -0.133 2.583 -0.2123 -0.5516 0.3378
H 1.924 -1.368 3.882 -0.2959 0.0629 -0.5316
H -1.651 -1.243 4.236 0.0627 -0.3618 -0.4500
H -1.787 -0.403 2.637 0.0828 -0.5028 0.2854
```
Forces are in eV/Å.

Summary:
**Net charge**: +3
**Kohn-Sham gap (alpha / beta)**: 6.04 / 6.20 eV
**Total energy**: -1671.54781 hartree
**M**: 449.53 g/mol
**Multiplicity**: 3
**HOMO energy (alpha / beta)**: -20.47 / -20.54 eV



The following is a quantum chemistry calculation of the ion C9H20N5 with charge +1 at a distorted geometry, from the Open Molecules 2025 dataset.

```
34
Properties=species:S:1:pos:R:3:forces:R:3
C 2.842 -1.665 0.315 1.1115 -0.6758 -1.6746
C 2.609 -0.137 0.085 -0.0287 -1.9674 2.0460
C 3.360 0.441 -1.064 -0.3558 1.4504 -2.8905
C 1.136 0.057 0.122 -0.6290 1.8952 -0.4302
N 0.337 -0.550 -0.710 -0.7290 4.6145 5.9520
C -1.070 -0.112 -0.720 -0.9112 -1.7746 -4.0704
N -1.348 -0.658 -2.226 0.5240 5.7555 0.7883
C -1.926 -0.930 0.250 -1.0784 -0.9549 1.1596
C -3.449 -0.821 -0.010 -0.4869 0.8919 0.1530
N -1.620 -0.521 1.677 -0.3907 1.3227 -2.2650
N -1.219 1.282 -0.608 -1.4740 0.3133 -0.9911
C -0.547 1.915 0.257 2.2094 -2.7054 1.5913
N -0.678 3.143 0.680 -1.0273 2.2234 -0.0838
C 0.505 1.112 1.034 -0.7375 -2.5210 0.5439
H 3.928 -1.949 0.280 -0.7596 0.6773 -0.3117
H 2.385 -2.214 -0.623 0.5641 0.4818 2.3833
H 2.612 -1.970 1.357 -0.8683 -0.1422 -0.9470
H 2.923 0.351 1.006 0.4306 0.1907 -0.0525
H 3.163 1.574 -1.110 0.2680 -1.6352 -0.1986
H 3.127 -0.021 -2.140 0.2710 0.8964 2.4257
H 4.433 0.328 -0.899 -0.1464 -0.0951 0.0159
H 0.616 -1.168 -1.337 1.5845 -3.3017 -3.6608
H -2.051 -0.149 -2.837 1.1593 -0.4416 1.6214
H -1.640 -1.540 -2.125 -1.5556 -4.2836 0.3510
H -1.754 -2.012 0.232 0.8163 0.2247 -0.4828
H -3.695 0.142 -0.451 0.0615 0.1241 -0.2664
H -4.039 -0.815 0.918 0.4913 -0.2199 0.0465
H -3.923 -1.593 -0.616 0.5282 -0.0847 -0.1945
H -2.156 0.350 1.686 0.1273 0.0791 0.7429
H -2.133 -1.129 2.247 -0.7422 -1.1841 1.2647
H -0.164 3.576 1.412 0.7981 -0.4004 0.3541
H -1.434 3.731 0.407 -0.6160 0.0331 -0.6591
H -0.255 0.362 1.697 1.4673 1.2147 -1.1636
H 1.126 1.589 1.814 0.1242 -0.0013 -1.0973
```
Forces are in eV/Å.

Summary:
**Net charge**: +1
**SMILES**: CC(C)C1=[NH+][C@@](N)([C@H](C)N)N=C(N)C1
**Energy above the lowest of the compared OMol25 structures with the same formula, charge and spin**: 37.7 kcal/mol
**Kohn-Sham gap**: 9.64 eV
**Total energy**: -628.41493 hartree
**M**: 198.29 g/mol
**Multiplicity**: 1
**HOMO energy**: -12.90 eV



The following is a quantum chemistry calculation of a structure of composition C9H20O4S at a distorted geometry, from the Open Molecules 2025 dataset.

```
34
Properties=species:S:1:pos:R:3:forces:R:3
C 5.455 -1.545 -0.788 1.7017 -1.1432 -4.2422
C 5.114 -0.156 -0.565 -2.2535 3.2502 0.4477
C 3.515 0.022 -0.371 2.6559 0.9367 -1.6516
C 2.964 1.425 -0.159 -2.2402 -1.3029 2.0637
C 1.403 1.648 -0.150 -0.9037 -1.1999 -3.2039
C 0.634 1.393 1.117 -0.3663 -0.1295 0.1631
C 0.631 0.047 1.922 -0.0729 1.1831 0.0812
C -0.005 -1.249 1.320 2.3646 -1.0055 -1.0822
C -1.486 -1.289 0.928 0.6114 -0.5873 0.7813
H 5.118 -1.741 -1.899 0.4633 -0.2108 1.9924
H 6.574 -1.682 -0.855 -1.1197 -0.1171 0.4050
H 4.987 -2.275 -0.179 -0.3239 -0.5603 0.8180
H 5.637 0.328 0.213 0.5540 0.1030 1.7157
H 5.439 0.523 -1.372 -0.3189 -0.5804 -0.3738
H 3.274 -0.351 -1.398 -1.1465 -0.0770 1.2193
H 3.270 -0.537 0.484 -0.7279 -1.5400 0.5719
H 3.357 2.055 -0.825 1.3016 2.2035 -3.5321
H 3.265 2.038 0.713 0.2692 -1.2068 0.6239
H 0.665 1.162 -0.997 2.6110 0.8224 1.2738
H 1.367 2.742 -0.360 -0.5267 -0.6168 0.2464
H -0.361 1.799 0.865 0.0759 -0.4367 0.7066
H 1.143 2.097 1.717 0.0109 0.8810 1.7254
H 0.263 0.314 2.978 -0.2731 -0.6061 -1.5575
H 1.684 -0.152 2.187 -0.2146 -0.3029 -0.5142
H 0.637 -1.681 0.381 -1.5468 1.5315 1.8159
H 0.331 -1.975 2.053 -0.8453 -0.6129 0.3181
H -1.900 -2.320 0.685 0.7528 1.1165 0.3559
H -2.142 -0.823 1.690 0.4380 -0.3523 0.0576
H -3.954 0.421 1.483 1.9206 2.8173 -4.8620
O -1.493 -0.459 -0.213 -4.4263 0.3369 -1.4489
O -3.532 1.040 0.468 -1.3708 -3.8416 3.6176
O -4.108 -1.158 -0.447 0.3448 -0.9810 -0.0308
O -3.005 0.586 -1.875 -0.2994 -0.1813 -0.1796
S -3.181 -0.111 -0.660 2.9009 2.4101 1.6786
```
Forces are in eV/Å.

Summary:
**Net charge**: 0
**Energy above the lowest of the compared OMol25 structures with the same formula, charge and spin**: 103.4 kcal/mol
**Kohn-Sham gap**: 9.79 eV
**Total energy**: -1053.90006 hartree
**M**: 224.32 g/mol
**Multiplicity**: 1
**HOMO energy**: -10.20 eV



The following is a quantum chemistry calculation of a cluster of 2 separate species, C9H20Si in total at a distorted geometry, from the Open Molecules 2025 dataset.

```
30
Properties=species:S:1:pos:R:3:forces:R:3
C -2.149 -0.513 -1.923 -0.9465 -1.2307 -0.2704
C -1.964 -0.813 -0.630 0.3588 0.7228 -0.0426
C -2.791 -1.876 0.072 1.8754 1.3613 1.9510
C 1.488 0.517 -1.625 -0.0861 0.4178 -0.9816
C 2.346 0.615 0.665 1.1347 -2.1788 0.0301
C 1.544 -1.552 -0.353 2.1635 0.0770 0.8660
C -0.581 -0.602 2.157 2.3988 1.1742 -0.1384
C -0.452 3.645 0.556 -0.2570 -0.5795 3.8618
C 1.325 -0.014 -0.226 -2.5650 -1.9068 -1.1991
Si -0.559 0.108 0.367 -0.3121 -0.2902 0.4248
H -1.498 0.231 -2.346 -0.1463 0.1992 -0.5887
H -2.921 -1.064 -2.591 1.3571 1.1139 1.1589
H -2.115 -2.325 0.814 -0.2814 -0.0175 0.0769
H -2.935 -2.638 -0.606 -1.2121 -1.6134 -1.4841
H -3.654 -1.534 0.660 0.0469 -0.0100 -0.6454
H 2.427 0.205 -2.125 -0.2531 -0.1327 0.4402
H 0.668 0.251 -2.303 0.1385 -0.1017 0.1490
H 1.525 1.589 -1.587 -0.0563 0.7889 -0.1311
H 2.566 -0.047 1.556 0.0800 0.7913 -0.9653
H 2.062 1.559 1.005 -0.4180 1.6550 0.5271
H 3.208 0.709 -0.037 0.0729 0.0070 1.1149
H 2.657 -1.631 -0.264 -0.4712 -0.2795 -0.6653
H 1.275 -2.109 0.522 -0.6919 -0.2507 0.7262
H 1.210 -2.138 -1.217 -0.1643 0.7649 -0.0775
H 0.490 -0.257 2.459 -1.7860 -0.3908 0.0411
H -1.306 -0.110 2.799 0.0040 0.0140 0.0815
H -0.563 -1.672 2.362 -0.2683 -0.1084 -0.3754
H 0.236 3.506 1.425 -0.3422 0.0018 -1.3690
H -0.212 3.776 -0.417 1.3678 0.0196 -2.7570
H -1.329 4.186 0.831 -0.7407 -0.0181 0.2414
```
Forces are in eV/Å.

Summary:
**Net charge**: 0
**Energy above the lowest of the compared OMol25 structures with the same formula, charge and spin**: 118.8 kcal/mol
**Kohn-Sham gap (alpha / beta)**: 7.06 / 8.58 eV
**Total energy**: -644.22174 hartree
**M**: 156.35 g/mol
**Multiplicity**: 1
**HOMO energy (alpha / beta)**: -6.81 / -8.65 eV



The following is a quantum chemistry calculation of a cluster of 2 separate species, C9H20Si in total at a distorted geometry, from the Open Molecules 2025 dataset.

```
30
Properties=species:S:1:pos:R:3:forces:R:3
C -0.436 2.490 1.116 0.8302 4.7445 -0.7346
C 0.379 2.177 0.135 0.2132 -2.8741 -0.1962
C 0.885 3.167 -0.835 -0.0218 0.1481 -0.3408
C 1.434 -0.588 2.506 -0.1422 2.4519 -0.3993
C 0.293 -2.721 1.288 1.3108 -0.5631 -0.3047
C -0.275 -0.162 -2.716 -4.0970 -2.2311 -0.9274
C -2.143 -0.843 -0.877 -0.1310 1.8295 -2.4310
C 0.436 -1.198 1.570 -4.4461 1.0556 -2.7101
C -0.710 -1.028 -1.531 0.6207 -0.1075 1.6559
Si 0.664 -0.484 -0.198 -2.5310 1.8343 1.0969
H -0.881 1.866 1.754 -1.5681 -2.6917 2.2517
H -0.685 3.634 1.421 0.7130 -2.3788 -1.0176
H 1.762 2.855 -1.423 0.3901 0.6770 0.9660
H 0.756 4.215 -0.451 0.9400 -0.8197 -0.2671
H 0.176 3.122 -1.618 -1.1910 0.1064 -1.1198
H 2.366 -0.273 1.913 -1.0279 -0.5081 1.2998
H 1.011 0.343 3.082 0.8063 -1.6418 -1.3964
H 1.601 -1.313 3.234 1.1287 -1.0998 1.5070
H -0.156 -3.292 2.138 0.2155 0.4591 -0.6831
H 1.380 -3.020 1.230 -1.1207 -0.5574 -0.3210
H -0.275 -2.996 0.279 1.2566 0.6942 2.2144
H -0.471 0.797 -2.435 0.1238 3.0757 0.0917
H 0.695 -0.448 -2.878 2.5990 0.0390 -0.8254
H -0.900 -0.439 -3.635 0.8053 0.5474 1.0377
H -2.311 0.122 -0.343 0.7660 -0.4393 -0.2460
H -2.513 -1.597 -0.194 0.2235 -0.5493 -0.2616
H -2.821 -0.689 -1.783 0.3076 -0.7184 1.2187
H -0.673 -0.883 1.747 1.7542 -0.0751 0.3440
H -0.605 -2.008 -2.027 -0.0556 -0.3147 1.2801
H 2.018 -0.807 -0.467 1.3278 -0.0926 -0.7819
```
Forces are in eV/Å.

Summary:
**Net charge**: 0
**Energy above the lowest of the compared OMol25 structures with the same formula, charge and spin**: 122.1 kcal/mol
**Kohn-Sham gap**: 9.13 eV
**Total energy**: -644.21635 hartree
**M**: 156.35 g/mol
**Multiplicity**: 1
**HOMO energy**: -8.36 eV